Molecular formula: C31H29ClNO5PtSi
Method: DFT, the ωB97M-V functional and the def2-TZVPD basis

Properties
multiplicity: 1
LUMO level: 1.52 eV
net charge: -1
largest force on an atom: 3.37 eV Å⁻¹
HOMO energy: -4.1 eV
ΔE to the lowest compared entry with this formula, charge and spin: 245.3 kJ/mol

The geometry in XYZ format:
```
69
Properties=species:S:1:pos:R:3:nbo_charge:R:1
Pt 0.2587 -0.8739 -1.7579 0.904
C -1.9339 2.5712 -3.0069 -0.173
C -0.9539 3.3162 -3.6486 -0.262
C 0.3390 2.8458 -3.7496 -0.188
C 0.6786 1.6023 -3.1975 -0.107
C -0.3336 0.8542 -2.5570 -0.080
C -1.6164 1.3306 -2.4561 -0.258
C 1.9625 0.9681 -3.2004 0.216
C 3.0839 1.3470 -3.9343 -0.240
C 4.2292 0.5903 -3.9151 -0.127
C 4.2761 -0.5941 -3.1301 -0.131
C 5.3974 -1.4233 -3.0698 -0.174
C 5.3956 -2.5717 -2.2957 -0.224
C 4.2692 -2.9054 -1.5570 -0.180
C 3.1460 -2.0982 -1.5853 -0.218
C 3.1225 -0.9448 -2.3776 0.249
N 2.0062 -0.1700 -2.4135 -0.427
H -2.9389 2.9555 -2.9262 0.210
H -1.2032 4.2818 -4.0684 0.204
H 1.0966 3.4367 -4.2445 0.196
H -2.3617 0.7423 -1.9408 0.236
H 3.0255 2.2405 -4.5359 0.218
H 5.0973 0.8729 -4.4900 0.210
H 6.2698 -1.1527 -3.6492 0.204
H 6.2708 -3.2064 -2.2659 0.210
H 4.2569 -3.8009 -0.9534 0.219
H 2.2654 -2.3387 -1.0011 0.255
O 0.0834 -3.2611 -0.8460 -0.847
Cl -0.9797 -3.1239 -1.7761 2.562
O -1.8375 -4.2402 -1.7107 -0.829
O -1.7188 -1.9223 -1.4806 -0.825
O -0.4329 -2.9967 -3.0923 -0.850
C 1.5340 0.2244 3.2724 -0.613
C 0.2337 -0.5671 3.3013 -0.462
C -0.5466 -0.2275 4.5629 -0.610
C 0.5405 -2.0582 3.2841 -0.614
Si -0.7579 -0.1226 1.6556 1.968
O 0.2259 -0.5938 0.5416 -1.384
C -1.0516 1.7679 1.6354 -0.488
C -1.7334 2.5132 2.5925 -0.154
C -1.9169 3.8780 2.4485 -0.258
C -1.4296 4.5292 1.3292 -0.219
C -0.7372 3.8100 0.3702 -0.230
C -0.5448 2.4514 0.5349 -0.192
C -2.4616 -0.9855 1.7579 -0.413
C -2.5293 -2.3480 1.4810 -0.206
C -3.7292 -3.0355 1.5133 -0.211
C -4.8976 -2.3713 1.8461 -0.229
C -4.8550 -1.0161 2.1195 -0.234
C -3.6524 -0.3334 2.0621 -0.230
H 2.1551 -0.0248 4.1360 0.176
H 1.3323 1.2941 3.2858 0.201
H 2.0844 -0.0067 2.3654 0.225
H 0.0040 -0.5718 5.4417 0.179
H -1.5230 -0.7082 4.5663 0.205
H -0.6846 0.8460 4.6587 0.196
H 1.2265 -2.3170 4.0950 0.177
H 1.0001 -2.3346 2.3400 0.228
H -0.3722 -2.6377 3.4089 0.202
H -2.1366 2.0320 3.4723 0.194
H -2.4446 4.4375 3.2111 0.196
H -1.5867 5.5919 1.2076 0.194
H -0.3491 4.3051 -0.5090 0.203
H 0.0026 1.8888 -0.2066 0.228
H -1.6216 -2.8775 1.2356 0.223
H -3.7562 -4.0912 1.2777 0.205
H -5.8364 -2.9073 1.8921 0.196
H -5.7626 -0.4901 2.3823 0.195
H -3.6445 0.7277 2.2621 0.205
```